Below is a 2-piece molecular cluster, C35H29N2 overall, with properties calculated with wB97M-V/def2-TZVPD.

```
! RIJCOSX wB97M-V def2-TZVPD def2/J DEFGRID3
* xyz 1 1
C 4.57 0.06 -4.11
C 4.90 -0.71 -2.99
C 3.95 -1.57 -2.43
C 2.68 -1.67 -2.98
C 1.65 -2.63 -2.40
N 0.41 -2.01 -1.97
C -0.85 -2.19 -2.68
C -1.79 -1.33 -1.85
N -0.96 -0.60 -0.90
C 0.25 -1.09 -0.98
C 1.40 -0.78 -0.10
C 1.97 -1.83 0.63
C 3.07 -1.56 1.45
C 3.55 -0.25 1.55
C 2.98 0.78 0.81
C 1.87 0.53 0.00
C 2.34 -0.91 -4.11
C 3.29 -0.04 -4.66
H 5.30 0.73 -4.55
H 5.90 -0.66 -2.56
H 4.20 -2.16 -1.54
H 1.39 -3.38 -3.15
H 2.09 -3.15 -1.54
H -0.76 -1.82 -3.71
H -1.15 -3.24 -2.71
H -2.38 -0.63 -2.46
H -2.49 -1.98 -1.30
H 1.54 -2.83 0.59
H 3.53 -2.37 2.01
H 4.39 -0.04 2.22
H 3.36 1.80 0.89
H 1.36 1.32 -0.54
H 1.35 -1.00 -4.54
H 3.02 0.54 -5.54
C -1.99 0.80 1.28
C -3.22 0.95 0.55
C -3.24 1.59 -0.71
C -4.44 2.01 -1.27
C -5.65 1.72 -0.63
C -5.65 0.98 0.57
C -4.45 0.61 1.16
C -1.75 -0.15 2.34
C -0.60 0.30 3.09
C -0.28 -0.26 4.31
C -1.08 -1.30 4.80
C -2.17 -1.79 4.05
C -2.50 -1.22 2.82
C -0.12 1.52 2.47
C -0.97 1.82 1.35
C -0.86 3.05 0.72
C 0.14 3.94 1.14
C 0.95 3.64 2.24
C 0.82 2.43 2.93
H -2.29 1.72 -1.24
H -4.43 2.56 -2.21
H -6.60 2.04 -1.07
H -6.59 0.71 1.05
H -4.44 0.10 2.12
H 0.58 0.13 4.87
H -0.84 -1.75 5.77
H -2.78 -2.60 4.45
H -3.34 -1.60 2.23
H -1.57 3.32 -0.05
H 0.27 4.88 0.61
H 1.71 4.36 2.57
H 1.42 2.18 3.81
*
```

Summary:
energy relative to the best compared isomer or geometry (same formula, charge and spin)	0.86	kcal per mole
max |F|	1.789	eV/A
HOMO level	-10.52	eV
E	-39739.5853	eV
orbital gap	5.22	eV
molar mass	477.6	u

Below is one molecule with the formula C6H6Cl2, with properties calculated with wB97M-V/def2-TZVPD.

```
! RIJCOSX wB97M-V def2-TZVPD def2/J DEFGRID3
* xyz 0 1
C -0.92 1.56 -0.55
C -1.49 0.45 -0.88
C -1.16 -0.82 -0.21
Cl -2.60 -1.86 0.04
C 0.02 -1.25 0.23
C 1.45 -0.60 0.06
C 2.05 0.21 1.01
Cl 2.45 -1.63 -0.80
H -0.03 1.87 0.09
H -1.61 2.52 -0.89
H -2.60 0.61 -1.45
H -0.09 -2.25 0.72
H 3.08 0.57 0.81
H 1.46 0.62 1.80
*
```

Summary:
SMILES	C=C/C(Cl)=C\C(=C)Cl
energy relative to the best compared isomer or geometry (same formula, charge and spin)	71.21	kcal per mole
max |F|	6.223	eV/A
HOMO level	-9.27	eV
E	-31360.5392	eV
orbital gap	9.58	eV
molar mass	149.0	u

Below is C12H6Br2Cl3I2NO3Re as an isolated structure, with properties calculated with wB97M-V/def2-TZVPD.

```
! RIJCOSX wB97M-V def2-TZVPD def2/J DEFGRID3
* xyz 2 4
Re 0.64 0.30 -1.02
Br 4.68 0.35 -1.58
C 3.88 1.32 -3.03
Br 1.90 1.45 -2.91
H 4.08 0.80 -3.97
H 4.25 2.34 -3.03
I -2.65 4.32 -0.83
C -2.55 2.63 0.40
C -3.42 2.44 1.47
C -3.32 1.34 2.31
I -4.69 1.15 3.88
C -2.29 0.36 2.11
C -2.01 -0.73 2.94
C -0.93 -1.54 2.63
C -0.17 -1.30 1.49
N -0.42 -0.28 0.67
C -1.45 0.55 0.99
C -1.57 1.67 0.12
O -0.72 1.72 -0.86
H -4.18 3.18 1.66
H -2.61 -0.93 3.81
H -0.66 -2.36 3.27
H 0.67 -1.94 1.24
Cl 1.38 -4.34 -2.31
C 1.72 -2.65 -2.21
Cl 2.74 -2.06 -3.49
Cl 0.13 -1.70 -2.23
C 2.41 -2.17 -0.78
O 3.03 -2.98 -0.17
O 2.17 -0.95 -0.57
*
```

Summary:
energy relative to the best compared isomer or geometry (same formula, charge and spin)	32.71	kcal per mole
max |F|	3.481	eV/A
HOMO level (alpha / beta)	-14.57 / -14.55	eV
E	-216139.2193	eV
orbital gap (alpha / beta)	5.33 / 4.85	eV
molar mass	918.4	u

Below is a 2-piece molecular cluster, C8H21N4OP overall, with properties calculated with wB97M-V/def2-TZVPD.

```
! RIJCOSX wB97M-V def2-TZVPD def2/J DEFGRID3
* xyz 0 1
C -2.53 -1.30 2.22
N -1.92 -0.23 1.60
C -2.96 0.60 0.84
P -0.22 0.03 1.68
O 0.53 -0.66 2.73
N 0.15 -0.35 0.01
C 1.47 -0.04 -0.59
C -0.28 -1.64 -0.44
N 0.02 1.76 1.69
C -0.19 2.59 0.52
C -0.04 2.49 2.92
H -2.23 -1.38 3.27
H -2.54 -2.24 1.67
H -3.60 -1.25 2.42
H -4.00 0.27 0.93
H -2.61 0.63 -0.19
H -2.91 1.66 1.09
H 2.14 -0.68 -0.01
H 1.50 -0.25 -1.66
H 1.76 0.96 -0.25
H -0.23 -1.61 -1.53
H 0.40 -2.41 -0.09
H -1.27 -1.90 -0.09
H -1.18 3.03 0.49
H 0.62 3.31 0.38
H -0.05 1.99 -0.38
H 0.16 1.69 3.63
H -1.08 2.66 3.22
H 0.49 3.44 3.02
C 3.34 -1.44 -4.61
C 3.63 -2.65 -5.42
N 3.81 -3.63 -6.02
H 3.40 -0.48 -5.12
H 4.06 -1.48 -3.80
H 2.36 -1.49 -4.13
*
```

Summary:
SMILES	CN(C)P(=O)(N(C)C)N(C)C.CC#N
energy relative to the best compared isomer or geometry (same formula, charge and spin)	0.00	kcal per mole
max |F|	3.899	eV/A
HOMO level	-8.69	eV
E	-25932.7196	eV
orbital gap	9.14	eV
molar mass	220.3	u

Below is one molecule with the formula C6H10, with properties calculated with wB97M-V/def2-TZVPD.

```
! RIJCOSX wB97M-V def2-TZVPD def2/J DEFGRID3
* xyz 0 1
C 1.83 0.76 -0.07
C 1.84 -0.75 -0.10
C 0.63 -0.03 0.41
C -0.63 -0.01 -0.41
C -1.84 -0.74 0.09
C -1.82 0.76 0.07
H 2.45 1.28 0.65
H 1.72 1.30 -1.00
H 2.46 -1.28 0.63
H 1.77 -1.24 -1.06
H 0.47 -0.03 1.49
H -0.47 -0.03 -1.48
H -2.50 -1.21 -0.65
H -1.80 -1.26 1.04
H -2.44 1.27 -0.65
H -1.71 1.27 1.03
*
```

Summary:
SMILES	C1CC1C1CC1
energy relative to the best compared isomer or geometry (same formula, charge and spin)	31.37	kcal per mole
max |F|	0.401	eV/A
HOMO level	-9.49	eV
E	-6382.4992	eV
orbital gap	10.83	eV
molar mass	82.1	u

Below is a 2-piece molecular cluster, BrClH2O2Si overall, with properties calculated with wB97M-V/def2-TZVPD.

```
! RIJCOSX wB97M-V def2-TZVPD def2/J DEFGRID3
* xyz 0 3
O 0.94 1.58 1.77
O 0.14 -0.16 -0.25
Si 1.07 0.26 0.86
Cl 2.65 -0.68 1.55
Br -3.01 -1.95 -3.14
H 0.21 2.20 1.66
H -2.01 -1.26 -2.45
*
```

Summary:
energy relative to the best compared isomer or geometry (same formula, charge and spin)	28.15	kcal per mole
max |F|	7.606	eV/A
HOMO level (alpha / beta)	-5.73 / -11.01	eV
E	-94567.4713	eV
orbital gap (alpha / beta)	6.21 / 6.16	eV
molar mass	177.5	u

Below is one molecule with the formula C11H8FNO, with properties calculated with wB97M-V/def2-TZVPD.

```
! RIJCOSX wB97M-V def2-TZVPD def2/J DEFGRID3
* xyz 0 1
F 0.25 -1.97 0.20
C 0.12 -1.07 1.26
C 0.50 -1.50 2.50
C 0.32 -0.64 3.63
C -0.15 0.63 3.43
C -0.51 1.18 2.13
C -0.50 0.20 1.09
O -1.23 0.34 -0.01
C -0.48 0.43 -1.23
C -1.22 0.33 -2.39
C -0.46 0.41 -3.57
C 0.90 0.65 -3.57
N 1.61 0.85 -2.35
C 0.92 0.63 -1.17
H 1.02 -2.50 2.43
H 0.41 -1.05 4.74
H -0.42 1.32 4.32
H -1.00 2.12 2.12
H -2.27 0.11 -2.35
H -1.04 0.33 -4.43
H 1.45 0.65 -4.46
H 1.54 0.66 -0.32
*
```

Summary:
SMILES	Fc1ccccc1Oc1cccnc1
energy relative to the best compared isomer or geometry (same formula, charge and spin)	35.52	kcal per mole
max |F|	4.291	eV/A
HOMO level	-8.96	eV
E	-17789.6054	eV
orbital gap	9.54	eV
molar mass	189.2	u

Below is a 2-piece molecular cluster, C6H13FN overall, with properties calculated with wB97M-V/def2-TZVPD.

```
! RIJCOSX wB97M-V def2-TZVPD def2/J DEFGRID3
* xyz 1 1
C -1.86 0.48 0.43
C -1.05 -0.54 0.14
C -3.31 0.34 0.07
C 1.19 0.76 -1.15
C 1.48 0.25 1.30
C 0.98 -0.24 -0.02
N 1.38 -1.69 -0.30
F -1.25 -1.76 -0.31
H -1.49 1.45 0.65
H -3.62 0.96 -0.79
H -3.45 -0.66 -0.25
H -4.00 0.59 0.80
H 1.84 0.37 -1.92
H 0.24 0.89 -1.54
H 1.67 1.71 -0.92
H 1.08 1.30 1.34
H 1.02 -0.35 2.09
H 2.52 0.34 1.18
H 0.91 -2.00 -1.12
H 1.01 -2.29 0.52
H 2.50 -1.86 -0.51
*
```

Summary:
energy relative to the best compared isomer or geometry (same formula, charge and spin)	35.28	kcal per mole
max |F|	5.332	eV/A
HOMO level	-13.37	eV
E	-10630.6134	eV
orbital gap	9.73	eV
molar mass	118.2	u

Below is C11H18AsF6N4PdSSeSi as an isolated structure, with properties calculated with wB97M-V/def2-TZVPD.

```
! RIJCOSX wB97M-V def2-TZVPD def2/J DEFGRID3
* xyz 0 4
Pd -1.02 -0.64 0.39
C -0.20 3.38 -1.28
C -0.24 1.93 -0.91
N -0.63 1.50 0.23
N -1.01 2.40 1.19
C -1.62 1.83 2.21
N -2.02 2.68 3.18
S -1.97 0.16 2.48
C 0.13 0.91 -1.93
C 0.46 1.27 -3.23
C 0.75 0.28 -4.15
C 0.71 -1.04 -3.75
C 0.37 -1.33 -2.44
N 0.10 -0.37 -1.55
H -0.47 3.99 -0.42
H -0.91 3.58 -2.09
H 0.79 3.66 -1.63
H -1.97 3.67 2.99
H -2.63 2.35 3.90
H 0.49 2.31 -3.51
H 1.00 0.54 -5.17
H 0.90 -1.85 -4.44
H 0.30 -2.34 -2.08
C 2.77 -0.38 0.78
Si 2.10 -1.35 2.22
C 1.55 -0.26 3.60
C 3.26 -2.69 2.77
Se 0.20 -2.45 1.41
H 3.69 0.13 1.09
H 2.05 0.37 0.46
H 3.01 -1.02 -0.08
H 2.44 0.15 4.10
H 0.96 -0.79 4.35
H 0.94 0.57 3.23
H 4.16 -2.26 3.22
H 3.56 -3.32 1.94
H 2.79 -3.32 3.53
F -1.96 -2.45 -1.31
As -3.59 -1.76 -1.54
F -5.12 -1.00 -1.68
F -4.27 -3.34 -1.52
F -3.37 -1.83 -3.24
F -3.67 -1.68 0.20
F -2.80 -0.18 -1.51
*
```

Summary:
max |F|	0.742	eV/A
HOMO level (alpha / beta)	-8.09 / -8.46	eV
E	-182346.1079	eV
orbital gap (alpha / beta)	7.44 / 5.45	eV
molar mass	640.7	u

Below is a 12-piece molecular cluster, C37H53Cl33N3O3 overall, with properties calculated with wB97M-V/def2-TZVPD.

```
! RIJCOSX wB97M-V def2-TZVPD def2/J DEFGRID3
* xyz 1 1
C 2.05 -3.48 4.20
C 2.26 -3.28 2.63
C 1.87 -1.80 2.19
O 0.45 -1.58 2.19
C 0.12 -0.18 2.25
C 1.09 0.73 1.42
C 2.16 1.42 2.14
C 3.11 2.26 1.34
C 4.27 2.97 2.09
O 4.99 3.81 1.62
O 4.53 2.57 3.40
C 2.88 2.34 -0.12
N 3.77 3.16 -0.90
C 1.77 1.59 -0.77
C 1.49 1.60 -2.30
C 1.99 0.31 -3.07
C 0.92 -0.85 -3.17
C 0.79 -1.75 -1.87
C 0.74 -3.31 -2.13
C -0.18 -3.94 -0.98
C -1.61 -4.37 -1.53
C -2.60 -3.16 -1.73
C -3.39 -2.75 -0.40
C -4.96 -2.82 -0.70
C -5.68 -1.88 0.36
C -7.23 -1.75 0.04
N -7.80 -0.54 0.69
C -7.38 0.77 0.46
C -8.07 1.78 1.27
C -9.06 0.86 2.02
C -8.83 -0.53 1.63
N 0.94 0.85 0.04
H 3.05 -3.76 4.63
H 1.69 -2.50 4.61
H 1.30 -4.31 4.34
H 1.75 -4.04 1.99
H 3.36 -3.35 2.40
H 2.34 -1.12 2.96
H 2.34 -1.67 1.16
H -0.90 -0.10 1.75
H -0.03 0.19 3.30
H 2.19 1.28 3.25
H 3.74 2.70 3.95
H 4.71 2.95 -0.52
H 3.79 2.73 -1.84
H 0.40 1.81 -2.53
H 2.05 2.48 -2.74
H 2.99 -0.05 -2.67
H 2.21 0.64 -4.13
H -0.08 -0.39 -3.42
H 1.18 -1.54 -4.03
H 1.60 -1.47 -1.14
H -0.21 -1.48 -1.40
H 0.35 -3.59 -3.14
H 1.79 -3.70 -1.98
H 0.32 -4.82 -0.47
H -0.37 -3.19 -0.15
H -1.46 -4.93 -2.50
H -2.04 -5.09 -0.78
H -2.10 -2.23 -2.13
H -3.36 -3.49 -2.50
H -3.10 -1.70 -0.10
H -3.09 -3.44 0.43
H -5.30 -3.89 -0.58
H -5.14 -2.49 -1.76
H -5.25 -0.85 0.24
H -5.47 -2.25 1.39
H -7.83 -2.64 0.37
H -7.38 -1.58 -1.07
H -6.56 0.93 -0.28
H -7.94 2.87 1.28
H -9.82 1.22 2.75
H -9.37 -1.42 1.98
H 0.14 0.33 -0.34
C 2.90 0.89 6.83
Cl 1.97 -0.46 7.47
Cl 4.61 0.71 7.20
Cl 2.66 1.04 5.07
H 2.54 1.80 7.30
C 6.10 2.72 -4.69
Cl 5.98 4.47 -4.50
Cl 7.32 2.06 -3.60
Cl 4.53 1.96 -4.40
H 6.39 2.51 -5.71
C 3.91 -2.78 -4.37
Cl 2.42 -3.38 -5.10
Cl 4.98 -4.13 -3.94
Cl 4.73 -1.66 -5.45
H 3.66 -2.25 -3.45
C -12.60 -1.72 1.08
Cl -11.04 -0.97 0.69
Cl -13.93 -0.60 0.77
Cl -12.82 -3.22 0.16
H -12.60 -1.96 2.14
C -9.32 3.97 4.35
Cl -8.32 2.75 3.52
Cl -8.33 5.34 4.89
Cl -10.62 4.52 3.29
H -9.77 3.51 5.22
C 8.26 4.93 -1.12
Cl 8.15 6.68 -0.95
Cl 9.49 4.28 -0.03
Cl 6.69 4.17 -0.82
H 8.56 4.71 -2.14
C 5.65 -5.92 -7.11
Cl 4.15 -6.52 -7.84
Cl 6.71 -7.27 -6.69
Cl 6.46 -4.79 -8.20
H 5.39 -5.39 -6.20
C 3.22 6.57 -6.04
Cl 3.00 4.88 -6.54
Cl 4.62 7.28 -6.86
Cl 1.76 7.51 -6.36
H 3.41 6.59 -4.97
C 7.99 8.93 -5.84
Cl 7.15 7.56 -5.10
Cl 9.74 8.80 -5.59
Cl 7.61 9.03 -7.56
H 7.65 9.84 -5.35
C -2.34 -3.67 4.16
Cl -1.40 -4.93 3.35
Cl -1.31 -2.32 4.62
Cl -3.66 -3.12 3.12
H -2.78 -4.10 5.06
C -0.31 -0.20 10.79
Cl 1.26 0.58 10.55
Cl -1.59 0.75 10.03
Cl -0.29 -1.84 10.15
H -0.50 -0.24 11.86
*
```

Summary:
max |F|	6.411	eV/A
HOMO level	-9.19	eV
E	-463068.4866	eV
orbital gap	4.62	eV
molar mass	1757.8	u